DFT (wB97M-V/def2-TZVPD) results for C15H7ClF5N3O2S in the gas phase in a non-equilibrium geometry.

Last column: Löwdin charge in e.
Cartesian coordinates (Å):
O1 -1.3025 0.8725 -1.9757  -0.293
O2 0.1872 2.7457 -1.6244  -0.282
F1 -5.1790 4.0387 2.2806  0.104
F2 -3.4406 5.7016 0.9619  0.155
F3 -4.9335 1.4116 2.0122  0.067
F4 -1.3072 4.7378 -0.5023  0.104
F5 -2.8039 0.2887 0.5241  0.150
Cl1 5.6786 -4.9630 -0.6974  0.609
N1 0.6684 -0.5218 0.2014  0.128
C1 1.8361 -0.5906 0.8301  -0.283
C2 2.2226 0.6329 1.4612  0.032
C3 1.2877 1.5788 1.0248  -0.363
C4 4.8919 -2.8585 0.7653  -0.139
C5 3.0717 -4.0192 -0.3314  -0.049
C6 4.0783 -1.7597 1.1049  0.020
C7 2.2202 -2.9267 0.0916  -0.016
C8 -4.1676 3.5433 1.4826  -0.081
C9 -3.2654 4.4217 0.7958  -0.123
C10 -3.8928 2.1949 1.4951  -0.078
C11 -2.1648 3.8549 0.0381  -0.163
C12 -2.8780 1.5843 0.7084  -0.172
C13 4.4178 -3.9035 0.0131  -0.631
C14 2.6303 -1.7896 0.7421  -0.158
C15 -1.9426 2.4869 0.0534  -0.110
N2 1.3837 2.9169 1.2283  0.134
N3 0.4075 0.8344 0.2858  -0.145
S1 -0.6109 1.7363 -0.9463  0.856
H1 3.0606 0.6468 2.2122  0.126
H2 5.9968 -2.9123 0.9559  0.112
H3 2.7373 -4.8954 -0.7198  0.068
H4 4.5548 -0.8757 1.5080  0.093
H5 1.1584 -3.0026 -0.2049  0.120
H6 1.2572 3.5502 0.4151  0.108
H7 2.1338 3.2317 1.8022  0.097

## Properties
maximum force: 0.098 Eh/bohr
gap between HOMO and LUMO: 8.114 eV
electronic energy: -2248.101656 Ha
structure (SMILES): Nc1cc(-c2ccc(Cl)cc2)nn1S(=O)(=O)c1c(F)c(F)c(F)c(F)c1F
charge: 0